Density functional theory data (ωB97M-V/def2-TZVPD) for C36H32F3N2O2Os as an isolated structure.

XYZ file:
```
76
Properties=species:S:1:pos:R:3:forces:R:3:lowdin_charge:R:1
Os 0.206989 0.607636 -0.077331 -0.176 0.036 -0.463 1.68
F -1.620201 -0.265548 4.952038 0.039 0.011 -0.038 0.11
C -0.581007 -0.161312 4.122075 -0.046 -0.017 0.031 -0.25
C -0.812373 0.163124 2.795814 0.054 -0.028 0.030 0.00
C 0.268968 0.270167 1.932385 0.011 0.113 0.118 -0.23
C 1.585903 0.059814 2.412149 -0.008 -0.015 0.017 -0.13
C 1.747292 -0.267745 3.753137 -0.006 -0.001 -0.012 -0.20
F 2.971636 -0.483052 4.258283 0.011 0.000 -0.012 0.09
C 0.683682 -0.389168 4.624314 -0.004 0.010 -0.024 0.10
C 2.677332 0.285143 1.457368 0.035 -0.006 0.029 -0.18
C 4.038297 0.289729 1.740883 -0.049 -0.002 0.020 0.03
C 4.944349 0.626289 0.751447 -0.007 -0.004 -0.009 -0.01
C 4.493278 0.950600 -0.519011 -0.024 -0.014 -0.011 -0.03
C 3.140574 0.895297 -0.761669 0.027 0.013 -0.036 -0.10
N 2.255358 0.563258 0.191978 0.098 0.052 0.097 -0.08
H -1.829940 0.320643 2.473693 -0.028 0.001 -0.010 0.10
H 0.843864 -0.646891 5.660630 0.001 -0.004 0.022 0.15
H 4.378443 0.053003 2.734185 0.000 0.005 0.000 0.12
H 6.001645 0.644248 0.977504 0.016 0.002 0.006 0.13
H 5.169976 1.231929 -1.311943 0.004 0.003 -0.012 0.12
H 2.729682 1.117097 -1.738302 0.020 0.011 0.009 0.11
C 1.645701 -2.453938 -4.525030 -0.007 0.001 -0.005 -0.04
C 2.126907 -1.476606 -3.448512 -0.006 0.013 0.045 -0.36
C 3.631713 -1.675987 -3.237068 -0.018 0.016 0.007 -0.05
C 1.779321 -0.038496 -3.811731 0.066 -0.012 -0.085 -0.15
C 2.509135 0.582971 -4.819840 -0.014 0.025 0.012 -0.02
C 2.263578 1.894412 -5.182379 -0.021 -0.022 0.037 -0.04
C 1.264111 2.604763 -4.540715 0.002 0.014 0.006 -0.02
C 0.492188 2.039037 -3.530552 -0.030 0.030 -0.028 -0.13
C -0.627162 2.888794 -2.944083 0.013 0.025 -0.041 -0.35
C -2.007062 2.239095 -3.034964 -0.005 -0.016 0.025 -0.04
C -0.296777 3.427518 -1.553451 0.100 -0.015 0.017 -0.04
C 0.768225 0.706749 -3.173383 0.018 -0.051 0.112 -0.21
N 0.052730 0.056173 -2.110237 -0.124 0.213 0.205 -0.03
C -0.794137 -0.962766 -2.486968 -0.041 -0.075 0.006 -0.25
C -1.411674 -1.014351 -3.750422 0.027 -0.027 0.019 -0.01
C -2.300334 -2.023018 -4.058524 0.022 0.015 0.015 -0.05
C -2.574302 -3.028273 -3.136269 0.013 -0.005 0.025 -0.03
C -1.958941 -3.024787 -1.889834 0.013 0.050 -0.017 0.02
C -1.102528 -1.996950 -1.592372 0.043 0.011 0.103 -0.22
F -0.472275 -1.994870 -0.383843 -0.064 -0.012 -0.162 0.02
H 1.927756 -3.472573 -4.257887 0.000 -0.023 0.003 0.09
H 2.112648 -2.218831 -5.483056 0.008 -0.001 -0.015 0.09
H 0.566638 -2.424757 -4.662779 -0.023 0.018 0.008 0.07
H 1.633872 -1.728606 -2.507174 0.002 0.005 0.003 0.12
H 4.181667 -1.586468 -4.173766 0.012 0.005 -0.019 0.08
H 3.816617 -2.677692 -2.849367 0.005 -0.019 0.006 0.09
H 4.051034 -0.959470 -2.532090 -0.002 0.012 0.018 0.06
H 3.283523 0.026380 -5.329342 0.029 -0.013 -0.015 0.12
H 2.841978 2.359886 -5.968287 0.009 0.010 -0.019 0.11
H 1.056415 3.624593 -4.838548 0.001 0.015 -0.011 0.12
H -0.672073 3.774252 -3.584916 0.004 -0.036 0.004 0.13
H -2.093928 1.343203 -2.425427 0.001 0.028 0.004 0.05
H -2.231265 1.980954 -4.070877 -0.024 -0.013 -0.009 0.09
H -2.766588 2.938276 -2.687002 -0.006 0.017 0.003 0.09
H 0.114734 2.648984 -0.879907 -0.004 0.033 0.014 0.00
H -1.176832 3.823063 -1.048789 0.000 -0.003 0.004 0.09
H 0.482783 4.189057 -1.599863 -0.006 -0.002 0.014 0.09
H -1.196560 -0.231193 -4.463830 0.003 -0.003 -0.012 0.13
H -2.785186 -2.030077 -5.024098 -0.008 -0.001 -0.021 0.12
H -3.265963 -3.820006 -3.384918 -0.021 -0.019 -0.006 0.12
H -2.140775 -3.798432 -1.158451 -0.005 -0.026 0.029 0.13
O -3.234757 2.299063 0.180447 0.019 -0.006 0.020 0.11
C -2.931761 1.133882 0.249041 0.075 0.484 0.105 -0.53
O -1.723713 0.719216 -0.132685 0.029 -0.742 -0.107 -0.27
C -3.868358 0.070143 0.705591 -0.080 -0.038 -0.045 -0.14
C -5.200968 0.425605 0.896153 0.002 0.003 0.005 0.00
C -6.113609 -0.520058 1.330438 -0.006 -0.011 0.001 -0.06
C -5.699127 -1.820668 1.585262 0.020 0.010 -0.006 -0.07
C -4.369722 -2.176376 1.403166 -0.037 0.006 0.007 -0.06
C -3.456910 -1.233781 0.959225 0.065 -0.004 -0.014 -0.04
H -5.501231 1.445557 0.701329 -0.001 0.013 -0.004 0.12
H -7.148705 -0.243048 1.474603 -0.016 0.003 0.006 0.11
H -6.412111 -2.556109 1.932114 -0.015 -0.017 0.004 0.11
H -4.045517 -3.186354 1.614053 0.010 -0.028 0.006 0.11
H -2.419064 -1.505848 0.830184 0.001 -0.004 -0.006 0.09
```
Forces are in eV/Å.

Computed properties:
M (g mol⁻¹): 771.89
Total charge: +1
LUMO (spin up / spin down) (eV): -3.28 / -5.14
HOMO (spin up / spin down) (eV): -11.3 / -11.3
Gap between HOMO and LUMO (spin up / spin down) (eV): 8.010 / 6.146
E (eV): -55539.5131
F_max (eV/Å): 0.75
Spin multiplicity: 5